(1)
The following is a quantum chemistry calculation of a 2-piece molecular cluster, C3H2N2 overall in a non-equilibrium geometry, from OMol25.

```
7
Properties=species:S:1:pos:R:3:lowdin_charge:R:1
C -1.14042 -1.05274 0.21335 -0.07
C -0.19459 -0.40273 0.31271 0.06
C 2.72108 -0.11204 -0.04468 -0.43
N 3.37253 -1.06488 -0.13635 0.18
N 2.35248 1.04646 0.46546 0.19
H -1.99516 -1.70333 0.28507 0.03
H 1.79548 1.62215 -0.11131 0.03
```

Results
- Largest force on an atom: 6.28 eV Å⁻¹
- HOMO-LUMO gap (spin up / spin down): 0.31417 / 0.30098 hartree
- Relative energy (zero: lowest compared OMol25 entry of this formula, charge and spin): 166.1 kcal per mole



(2)
The following is a quantum chemistry calculation of a 6-piece molecular cluster, C5H18NO7 overall in a non-equilibrium geometry, from OMol25.

```
31
Properties=species:S:1:pos:R:3:lowdin_charge:R:1
C -1.22075 -1.27686 -1.37743 -0.19
C -0.95249 -0.13079 -2.44985 -0.19
C 0.30687 -0.41604 -3.17209 -0.21
C 1.52124 -0.38177 -2.62209 -0.01
N -0.40950 -1.24812 -0.16667 0.05
C -0.46969 -0.11053 0.65992 -0.72
O -1.32279 0.75875 0.39011 -0.03
O 0.41567 -0.12223 1.57284 -0.08
H -2.28560 -1.24664 -1.12714 0.10
H -1.03140 -2.17922 -1.98375 0.11
H -0.72802 0.76551 -1.86831 0.10
H -1.78401 0.04288 -3.16092 0.11
H 0.35774 -0.81807 -4.20560 0.09
H 2.46665 -0.60982 -3.09915 0.04
H 1.71049 -0.29553 -1.56266 0.05
H 0.48855 -1.76599 -0.15966 0.10
H 2.00814 -3.10827 1.37425 0.04
H 2.05007 -1.67219 0.94903 0.02
O 2.29269 -2.56074 0.63535 -0.07
H -2.37365 -1.23699 2.62433 0.03
H -3.08217 -0.42409 1.50526 0.01
O -3.22208 -0.89495 2.33451 -0.06
H 1.26098 2.54659 0.83351 0.03
H 1.39697 1.06933 1.06471 0.01
O 1.95792 1.92296 1.07239 -0.11
H -1.12561 2.43564 0.62843 -0.01
H -1.96533 3.66109 0.27657 0.01
O -1.40928 3.31752 0.98161 -0.10
H 1.23214 0.73882 3.31544 0.01
H 2.16674 1.79913 2.96393 0.00
O 1.74950 1.44062 3.77310 -0.12
```

Results
- Largest force on an atom: 2.26 eV Å⁻¹
- HOMO-LUMO gap: 0.34017 hartree
- Charge: -1
- Relative energy (zero: lowest compared OMol25 entry of this formula, charge and spin): 10.6 kcal per mole



(3)
The following is a quantum chemistry calculation of an isolated ion of composition C7H12 and charge +1 in a non-equilibrium geometry, from OMol25.

```
19
Properties=species:S:1:pos:R:3:lowdin_charge:R:1
C -0.28097 0.34969 -2.27123 -0.05
C 0.01823 1.11804 -0.97856 -0.18
C -0.44134 0.38030 0.24717 -0.20
C -1.47738 0.88718 1.00617 0.25
C -0.42058 -1.86623 1.03979 0.19
C 0.30954 -0.76975 0.72516 -0.24
C 1.72861 -0.51571 1.16706 0.00
H -1.23883 -0.15460 -2.23990 0.08
H 0.51381 -0.31469 -2.58580 0.09
H -0.38001 1.08301 -3.06483 0.09
H 1.08148 1.35604 -0.85757 0.13
H -0.44737 2.10635 -0.99985 0.12
H -1.68012 1.94507 1.04808 0.11
H -2.06631 0.26857 1.66821 0.10
H 0.00940 -2.80111 1.37323 0.11
H -1.50033 -1.86027 0.91498 0.10
H 2.43374 -1.20150 0.69414 0.11
H 2.02664 0.48524 0.86842 0.08
H 1.81179 -0.49564 2.24531 0.11
```

Results
- Largest force on an atom: 1.75 eV Å⁻¹
- HOMO-LUMO gap (spin up / spin down): 0.37742 / 0.25997 hartree
- Charge: +1
- Relative energy (zero: lowest compared OMol25 entry of this formula, charge and spin): 19.7 kcal per mole
- Spin multiplicity: 2



(4)
The following is a quantum chemistry calculation of C40H65F7N2O6P as an isolated structure in a non-equilibrium geometry, from OMol25.

```
121
Properties=species:S:1:pos:R:3:lowdin_charge:R:1
C 3.86841 -1.41346 -0.07733 -0.06
C 2.66056 -2.28988 -0.61207 -0.19
C 2.55220 -2.50519 -2.17842 -0.06
N 1.27418 -3.28061 -2.47732 -0.18
C 0.01934 -2.36563 -2.22152 0.00
C 1.17644 -3.86899 -3.90430 -0.07
C 0.25207 -5.17182 -3.85126 -0.10
C 0.18005 -5.47407 -2.35250 -0.17
C 1.11544 -4.55473 -1.55160 -0.05
H 3.69730 -0.36768 -0.33263 0.06
H 4.84453 -1.58946 -0.52934 0.08
H 3.83816 -1.64198 0.98803 0.08
H 1.84420 -1.64479 -0.28726 0.06
H 2.75607 -3.19626 -0.01420 0.10
H 3.37713 -3.06029 -2.62502 0.13
H 2.46832 -1.55199 -2.70041 0.14
H -0.03192 -2.28243 -1.13591 0.05
H -0.87456 -2.78437 -2.68380 0.10
H 0.04719 -1.34378 -2.59986 0.10
H 0.97409 -3.09565 -4.64531 0.13
H 2.15656 -4.22806 -4.21819 0.12
H -0.71733 -4.93581 -4.29021 0.11
H 0.83246 -5.96738 -4.31851 0.11
H -0.84042 -5.49688 -1.97011 0.07
H 0.26669 -6.55432 -2.23570 0.12
H 0.75119 -4.30707 -0.55456 0.12
H 2.07120 -5.07764 -1.51725 0.14
C -4.16893 3.20899 4.62301 -0.10
C -2.84485 2.42573 4.45019 -0.21
C -3.00406 1.25634 3.38028 -0.03
N -1.72694 0.28578 3.35851 -0.15
C -0.46197 1.10401 2.96601 -0.03
C -1.87826 -0.89168 2.37658 -0.09
C -1.04778 -2.09471 2.94262 -0.10
C -0.83203 -1.75815 4.42965 -0.15
C -1.52576 -0.44823 4.72716 -0.08
H -3.79106 4.13603 5.05420 0.08
H -4.96946 2.69136 5.15151 0.08
H -4.62416 3.45470 3.66359 0.07
H -2.55206 2.13320 5.45856 0.10
H -2.03975 3.13209 4.24777 0.10
H -2.90561 1.65957 2.37240 0.12
H -3.81077 0.55066 3.57860 0.12
H -0.13035 1.80907 3.72826 0.13
H -0.68847 1.66984 2.06234 0.09
H 0.28580 0.34944 2.72194 0.03
H -1.67944 -0.59375 1.34711 0.07
H -2.95034 -1.07675 2.44362 0.13
H -0.09246 -2.02680 2.42218 0.10
H -1.62952 -3.00199 2.77975 0.12
H 0.22659 -1.74993 4.68921 0.10
H -1.29551 -2.56898 4.99164 0.12
H -0.94657 0.20066 5.38412 0.12
H -2.51214 -0.41209 5.18960 0.13
P 0.07607 0.48098 0.17232 0.49
F 0.54190 1.75352 1.03434 -0.22
F 0.16750 -0.40465 1.53651 -0.22
F -1.43940 0.76429 0.68469 -0.14
F -0.28139 -0.91302 -0.61359 -0.21
F -0.22320 1.45011 -1.13867 -0.33
F 1.62271 0.24696 -0.25849 -0.12
C 1.92593 0.91087 2.11986 -0.08
O 2.72922 0.41275 3.21451 0.05
C 2.23370 0.03767 4.43429 -0.48
O 1.02059 -0.06050 4.69360 0.00
O 3.23463 0.03389 5.29395 0.02
C 3.09395 -0.60085 6.56347 -0.02
H 2.66692 1.00444 1.32596 0.12
H 1.38218 1.83248 2.32739 0.12
H 1.14992 0.21380 1.80364 -0.06
H 2.12680 -0.49735 7.05541 0.10
H 3.89433 -0.18221 7.17358 0.10
H 3.36808 -1.64980 6.45093 0.10
C 4.90814 5.24058 0.60097 0.01
O 3.54405 4.74685 0.47677 0.02
C 3.24202 3.72351 -0.23585 -0.65
O 3.95509 2.77801 -0.51227 0.10
O 1.96258 3.77693 -0.53211 0.10
C 1.27497 2.67912 -1.03749 -0.24
H 5.14591 5.71420 -0.35152 0.10
H 5.55738 4.39330 0.82168 0.09
H 4.98238 5.98700 1.39182 0.09
H 0.36670 2.53223 -0.45306 0.09
H 1.76718 1.71091 -1.12895 0.13
H 0.89790 3.12162 -1.95952 0.13
F -3.11685 5.41495 -4.35753 -0.01
C -2.69737 4.62497 -3.22223 -0.18
C -2.21157 5.17433 -2.04242 -0.01
C -1.81121 4.34347 -1.02227 -0.04
C -1.86325 2.94918 -1.17263 -0.10
C -2.39851 2.37808 -2.29057 -0.07
C -2.79447 3.23432 -3.34306 0.02
H -2.16417 6.25009 -1.95939 0.12
H -1.31796 4.59115 -0.09396 0.12
H -1.43235 2.33470 -0.39602 0.08
H -2.36299 1.30969 -2.44447 0.07
H -3.30823 2.79460 -4.18515 0.12
C -0.19273 0.99121 -3.33085 -0.12
C 0.75681 1.79140 -2.76809 -0.16
C 1.89106 2.19864 -3.53391 0.02
C 1.96310 1.82823 -4.89802 -0.04
C 0.90702 1.01457 -5.44408 -0.06
C -0.12928 0.53430 -4.59659 -0.09
H -1.03473 0.58160 -2.79267 0.07
H 0.63447 2.07799 -1.73402 -0.12
H 2.67288 2.78718 -3.07699 0.12
H 2.88108 1.97590 -5.44748 0.09
H 1.03193 0.69735 -6.46886 0.09
H -0.82654 -0.14033 -5.07104 0.10
C -3.35526 -1.71354 -2.18235 -0.05
C -2.26059 -1.94772 -1.32839 -0.11
C -1.95724 -3.28179 -1.00892 -0.14
C -2.82955 -4.36044 -1.31360 -0.06
C -3.90487 -4.09123 -2.20175 -0.06
C -4.17510 -2.77339 -2.50234 -0.09
H -3.51384 -0.67300 -2.42426 0.10
H -1.67802 -1.14341 -0.90402 0.05
H -1.18979 -3.53372 -0.29202 0.10
H -2.62051 -5.36185 -0.96734 0.10
H -4.45104 -4.92742 -2.61268 0.11
H -4.99884 -2.56235 -3.16815 0.11
```

Results
- Largest force on an atom: 16.94 eV Å⁻¹
- HOMO-LUMO gap: 0.27344 hartree
- Charge: +1



(5)
The following is a quantum chemistry calculation of H18O9 as an isolated structure in a non-equilibrium geometry, from OMol25.

```
27
Properties=species:S:1:pos:R:3:lowdin_charge:R:1
O -0.82041 1.33979 -1.47643 0.01
H -0.51277 0.79894 -2.20381 0.12
H -1.76724 1.39801 -1.60436 0.10
O 1.26824 -1.58712 -2.01804 -0.02
H 1.97646 -2.19505 -2.23031 0.08
H 1.54091 -1.17843 -1.19654 -0.02
O -0.14993 0.24580 0.49479 0.01
H -0.10351 -0.55052 -0.03430 -0.04
H -0.38092 0.93477 -0.12827 0.04
O 1.29574 0.96934 1.84922 -0.02
H 1.00720 0.57479 2.67220 0.07
H 0.57237 0.81383 1.24193 -0.17
O -1.63831 3.53089 -0.63640 -0.04
H -2.37774 3.55549 -1.24374 0.04
H -1.30472 2.63599 -0.70055 -0.05
O 0.84177 -2.18966 1.49208 -0.05
H 0.31855 -1.76870 0.80997 -0.14
H 0.20246 -2.46610 2.14865 0.05
O -0.29626 -1.80726 -0.28136 0.05
H -1.07195 -2.36700 -0.24639 0.16
H 0.10872 -2.01076 -1.12446 0.04
O 2.26444 -0.43263 0.07143 -0.04
H 2.67666 -1.20068 0.46690 0.07
H 1.96643 0.08990 0.81600 -0.03
O -2.13058 0.71134 1.18229 -0.04
H -2.26616 1.62432 0.92867 0.01
H -1.21948 0.53077 0.95093 -0.19
```

Results
- Largest force on an atom: 6.79 eV Å⁻¹
- HOMO-LUMO gap: 0.36163 hartree
- Relative energy (zero: lowest compared OMol25 entry of this formula, charge and spin): 183.8 kcal per mole



(6)
The following is a quantum chemistry calculation of one molecule with the formula C12H22N4O2, from OMol25.

```
40
Properties=species:S:1:pos:R:3:lowdin_charge:R:1
C 1.11986 0.98775 -5.24332 -0.11
C 1.06788 -0.09079 -4.16716 -0.26
C -0.21864 -0.06057 -3.34009 -0.20
C -0.44173 1.23901 -2.55463 -0.22
N 0.60228 1.56917 -1.58774 0.01
C 0.76326 0.66308 -0.50917 -0.17
C -0.11774 0.67318 0.54050 -0.22
N -1.19701 1.52459 0.51442 0.17
N 0.02417 -0.19599 1.59947 0.05
C -0.97555 -0.27921 2.65170 -0.14
C -2.25777 -0.95539 2.16265 -0.19
C -3.31462 -1.06222 3.26149 -0.26
C -3.91352 0.28477 3.65203 -0.11
C 1.08439 -1.08453 1.67447 -0.47
O 1.21271 -1.86848 2.58948 0.08
N 1.98711 -0.99830 0.65262 0.21
C 1.92364 -0.18273 -0.47455 -0.41
O 2.81103 -0.20928 -1.30965 0.06
H 2.00034 0.85004 -5.86650 0.07
H 1.17143 1.98241 -4.80691 0.06
H 0.23811 0.93592 -5.87990 0.07
H 1.13480 -1.07055 -4.64603 0.11
H 1.93227 0.00026 -3.50669 0.08
H -1.07804 -0.20535 -3.99949 0.11
H -0.19668 -0.89330 -2.63177 0.11
H -0.51276 2.08452 -3.24280 0.11
H -1.38984 1.15707 -2.01617 0.10
H 1.49557 1.62324 -2.07259 0.11
H -1.60258 1.77865 1.40097 0.09
H -1.03889 2.30105 -0.11367 0.10
H -0.52671 -0.88036 3.44608 0.13
H -1.17347 0.72030 3.04783 0.12
H -2.66755 -0.40663 1.31235 0.10
H -1.99624 -1.95814 1.81918 0.12
H -2.87422 -1.53574 4.14077 0.11
H -4.11640 -1.71058 2.90323 0.11
H -4.72600 0.14123 4.35990 0.07
H -3.17337 0.92706 4.12291 0.06
H -4.31172 0.79370 2.77640 0.07
H 2.78054 -1.62634 0.71342 0.17
```

Results
- Largest force on an atom: 0.80 eV Å⁻¹
- HOMO-LUMO gap: 0.31256 hartree
- Relative energy (zero: lowest compared OMol25 entry of this formula, charge and spin): 4.3 kcal per mole